i | Computed, not measured: a gas-phase ion, C5H13N2 (charge +1), with ωB97M-V/def2-TZVPD.

## Properties
* lowest unoccupied orbital energy: -2.972 eV
* net charge: +1
* E_HOMO: -13.54 eV
* SMILES: C=C(N)C[C@H](C)[NH3+]

Each line ends with the Mulliken charge.
Geometry (Å):
C: 0.70 -2.11 1.59  -0.81
C: 0.56 -0.91 0.98  0.39
N: 1.07 0.35 1.54  -0.61
C: 0.34 -0.59 -0.53  -0.99
C: -0.89 0.30 -0.86  0.56
C: -1.10 0.59 -2.27  -1.43
N: -0.59 1.69 -0.22  -0.41
H: 0.44 -2.91 0.94  0.30
H: 0.66 -1.99 2.68  0.30
H: 2.02 0.44 1.53  0.19
H: 0.96 0.40 2.55  0.27
H: 1.38 -0.26 -0.81  0.29
H: 0.10 -1.60 -0.88  0.44
H: -1.81 -0.15 -0.38  0.32
H: -0.26 1.36 -2.60  0.35
H: -0.72 -0.14 -3.13  0.31
H: -2.04 1.04 -2.64  0.34
H: -0.48 2.44 -0.87  0.34
H: -1.43 2.08 0.32  0.37
H: 0.16 1.32 0.56  0.48

---

ii | Computed, not measured: a gas-phase ion, C5H13N2 (charge +1), with ωB97M-V/def2-TZVPD.

## Properties
* lowest unoccupied orbital energy: -3.636 eV
* net charge: +1
* E_HOMO: -10.31 eV
* SMILES: C/C(=C\N)CC[NH3+]

Each line ends with the Mulliken charge.
Geometry (Å):
C: 1.84 -0.88 0.48  -1.21
C: 0.36 -0.73 0.60  0.14
C: -0.05 -0.21 1.80  -0.36
N: -0.06 -0.74 3.07  -0.44
C: -0.59 -0.36 -0.60  -0.86
C: -0.19 0.95 -1.24  -0.21
N: -1.14 1.13 -2.46  -0.42
H: 2.60 -0.41 1.03  0.41
H: 2.05 -1.90 0.83  0.32
H: 2.25 -0.56 -0.52  0.27
H: -0.51 0.70 1.79  0.37
H: -0.39 -0.08 3.85  0.27
H: -0.08 -1.74 3.28  0.24
H: -1.50 -0.22 0.04  0.49
H: -0.64 -1.16 -1.36  0.34
H: -0.55 1.77 -0.64  0.25
H: 0.90 1.08 -1.52  0.30
H: -0.82 0.65 -3.38  0.38
H: -2.10 0.67 -2.27  0.39
H: -1.37 2.05 -2.78  0.35

---

iii | Computed, not measured: a gas-phase ion, C5H13N2 (charge +1), with ωB97M-V/def2-TZVPD.

## Properties
* lowest unoccupied orbital energy: -3.175 eV
* net charge: +1
* E_HOMO: -12.30 eV
* SMILES: C=C(N)C[C@@H](C)[NH3+]

Each line ends with the Mulliken charge.
Geometry (Å):
C: 1.06 -1.85 0.47  -1.11
C: 0.37 -1.32 -0.56  0.51
N: 0.44 -1.57 -1.91  -0.44
C: -0.84 -0.49 -0.18  -0.92
C: -0.60 1.04 -0.08  0.34
C: -1.19 1.69 1.16  -1.38
N: 0.94 1.22 0.07  -0.46
H: 0.62 -1.99 1.43  0.34
H: 2.09 -2.20 0.43  0.30
H: -0.38 -1.94 -2.37  0.23
H: 1.28 -2.02 -2.25  0.25
H: -1.62 -0.63 -0.95  0.31
H: -1.31 -0.79 0.76  0.42
H: -0.77 1.50 -1.05  0.51
H: -0.38 1.82 1.88  0.40
H: -1.75 2.59 0.96  0.31
H: -1.84 1.02 1.72  0.37
H: 1.07 2.20 0.35  0.35
H: 1.56 1.09 -0.72  0.35
H: 1.25 0.62 0.84  0.31

---

iv | Computed, not measured: a gas-phase ion, C5H13N2 (charge +1), with ωB97M-V/def2-TZVPD.

## Properties
* lowest unoccupied orbital energy: -7.195 eV
* net charge: +1
* E_HOMO: -13.07 eV

Each line ends with the Mulliken charge.
Geometry (Å):
C: 1.25 -1.23 -1.29  -0.99
C: 0.78 0.15 -0.86  -0.82
C: -0.35 0.23 0.34  0.41
C: 0.10 -0.66 1.33  -0.48
C: -1.50 1.99 1.62  -0.83
N: -0.40 1.59 0.71  -0.22
N: 0.25 -2.14 -1.79  -0.41
H: 2.06 -1.12 -2.00  0.38
H: 1.64 -1.71 -0.42  0.47
H: 0.36 0.79 -1.64  0.41
H: 1.60 0.66 -0.35  0.49
H: 0.92 -0.37 1.99  0.31
H: -0.45 -1.55 1.63  0.29
H: -1.10 2.03 2.64  0.33
H: -2.03 2.87 1.34  0.33
H: -2.12 1.09 1.68  0.29
H: 0.19 2.29 0.29  0.24
H: -0.16 -1.87 -2.67  0.22
H: -0.32 -2.58 -1.10  0.20
H: -1.31 -0.06 -0.11  0.38

---

Name the most stable of them. iii.

---

i | Computed, not measured: 2 unconnected molecules or ions with the total composition C5H13N2, with ωB97M-V/def2-TZVPD.

## Properties
* lowest unoccupied orbital energy: -3.289 eV
* net charge: +1
* E_HOMO: -11.30 eV

Each line ends with the Mulliken charge.
Geometry (Å):
C: 2.24 -1.17 -0.72  -0.43
C: 2.71 -0.18 -0.20  0.43
C: 3.43 0.83 0.53  -1.43
C: -1.29 0.76 -1.16  -1.17
C: -1.45 0.31 0.26  -0.30
N: -0.72 -1.03 0.37  -0.31
N: -2.89 0.22 0.82  -0.25
H: 0.38 -0.88 0.29  -0.01
H: 1.96 -2.07 -1.19  0.42
H: 3.57 0.53 1.49  0.35
H: 2.92 1.72 0.55  0.43
H: 4.22 1.14 -0.07  0.36
H: -1.70 -0.07 -1.89  0.30
H: -1.87 1.59 -1.43  0.40
H: -0.28 0.86 -1.42  0.34
H: -0.72 -1.49 1.27  0.40
H: -0.84 -1.76 -0.32  0.42
H: -3.38 -0.73 0.68  0.35
H: -3.30 1.00 0.34  0.33
H: -2.99 0.41 1.80  0.37

---

ii | Computed, not measured: a gas-phase ion, C5H13N2 (charge +1), with ωB97M-V/def2-TZVPD.

## Properties
* lowest unoccupied orbital energy: -4.084 eV
* net charge: +1
* E_HOMO: -14.50 eV
* SMILES: CCC(=[NH2+])[C@@H](C)N

Each line ends with the Mulliken charge.
Geometry (Å):
C: -2.02 -1.15 -1.16  -1.23
C: -1.41 -0.80 0.18  -0.36
C: -0.34 0.45 0.10  0.00
N: -0.66 1.41 -0.68  -0.14
C: 0.97 0.55 0.81  0.74
C: 1.74 -0.77 0.87  -1.48
N: 1.69 1.65 0.18  -0.75
H: -2.56 -2.08 -1.05  0.36
H: -1.25 -1.30 -1.92  0.36
H: -2.73 -0.40 -1.51  0.36
H: -0.87 -1.65 0.60  0.30
H: -2.16 -0.48 0.89  0.33
H: 0.01 2.19 -0.74  0.33
H: -1.53 1.42 -1.20  0.22
H: 0.72 0.86 1.84  0.30
H: 1.81 -1.23 -0.11  0.36
H: 1.27 -1.47 1.56  0.40
H: 2.75 -0.58 1.23  0.40
H: 2.40 2.04 0.79  0.28
H: 2.16 1.34 -0.66  0.23

---

Name the most stable of them. ii.